14
Properties=species:S:1:pos:R:3:forces:R:3:nbo_charge:R:1 method="wB97M-V/def2-TZVPD" orbital_gap_ha=0.36600 e_above_lowest_kcal_mol=58.0 max_force_ev_per_a=4.87 e_homo_ev=-9.4 total_energy_ha=-1144.31604
H 1.0625 -2.5691 0.3997 2.5 -2.0 -0.1 0.37
N 0.3830 -1.9067 0.5028 -1.6 2.8 0.9 -0.67
C 0.5052 -1.0048 1.3717 -1.2 -0.6 -0.1 0.14
Cl 1.8176 -0.8564 2.6067 -0.9 0.1 -0.9 -0.04
S -0.9138 0.1211 1.5910 1.1 -0.3 0.5 0.25
C -1.8119 -0.3919 0.1368 4.5 0.4 -1.7 -0.74
H -2.0219 -1.3949 0.1179 -0.9 -2.4 0.5 0.23
H -1.0340 -0.3198 -0.7176 -1.7 0.0 1.3 0.24
H -2.6105 0.2009 -0.0804 -2.2 1.8 -0.2 0.23
C 1.1247 1.9170 -0.8082 1.7 2.3 0.5 -0.80
C 0.5645 1.1127 -1.6564 -0.4 -1.3 -1.5 0.71
O 0.1436 0.3728 -2.4701 0.5 1.2 1.1 -0.47
H 1.9388 2.6203 -1.2434 -1.5 -1.4 0.7 0.28
H 0.8522 2.0988 0.2494 0.0 -0.5 -1.0 0.28